{"formula": "C6H12Br6", "method": "wB97M-V/def2-TZVPD", "species": ["H", "H", "H", "Br", "H", "Br", "Br", "H", "H", "H", "Br", "H", "H", "Br", "H", "H", "C", "C", "H", "C", "C", "C", "C", "Br"], "xyz": [[13.384, 8.871, -11.349], [18.167, 15.878, -16.296], [20.129, 17.796, -14.914], [15.264, 11.084, -11.568], [13.493, 13.637, -16.522], [13.404, 10.973, -14.966], [14.288, 6.669, -12.156], [14.518, 13.146, -14.248], [19.673, 16.630, -16.942], [18.690, 16.901, -14.127], [18.050, 18.833, -15.690], [14.979, 12.940, -17.175], [14.943, 9.216, -13.382], [20.128, 14.622, -15.350], [14.857, 8.266, -10.489], [16.315, 8.854, -12.288], [14.718, 12.505, -15.106], [19.177, 16.217, -16.064], [15.757, 12.190, -15.011], [14.395, 8.479, -11.453], [19.174, 17.284, -15.025], [14.529, 13.390, -16.290], [15.295, 9.232, -12.350], [15.525, 15.038, -15.942]], "atomic_forces_ev_per_a": [[0.2, 0.0, -0.1], [0.3, 0.0, 0.0], [-0.1, -0.5, 0.4], [0.3, -0.6, -0.7], [0.2, 0.1, 0.3], [1.0, 1.0, -0.4], [-0.3, -0.4, -0.3], [-0.2, -0.6, 0.3], [0.1, -0.7, -0.1], [0.3, 0.5, 0.2], [0.3, -0.8, 0.3], [-0.1, 0.2, -0.1], [0.1, 0.5, 0.2], [-0.2, 0.7, -0.4], [-0.2, 0.6, 0.0], [-0.1, 0.3, 0.0], [-0.5, 0.4, 1.3], [0.1, 0.0, -0.3], [-0.3, -0.6, -0.1], [-0.1, -1.2, 0.7], [-0.7, 0.8, 0.0], [0.1, -0.5, -1.2], [0.2, 0.8, 0.2], [-0.3, -0.1, -0.1]], "nbo_charge": [0.24, 0.23, 0.23, -0.05, 0.23, -0.04, -0.03, 0.23, 0.23, 0.23, -0.06, 0.22, 0.24, -0.03, 0.23, 0.23, -0.42, -0.44, 0.23, -0.45, -0.40, -0.44, -0.41, -0.01], "multiplicity": 1, "homo_ev": -10.3}


{"formula": "C6H12Br6", "method": "wB97M-V/def2-TZVPD", "species": ["C", "H", "C", "Br", "H", "H", "H", "C", "H", "Br", "C", "C", "H", "H", "Br", "C", "H", "Br", "H", "H", "Br", "Br", "H", "H"], "xyz": [[-2.592, 1.879, -2.079], [3.333, -0.310, 3.744], [2.629, -0.019, 1.699], [-0.809, 3.804, -2.921], [2.512, -1.048, 1.359], [3.561, 0.342, 1.264], [-1.850, -2.047, 0.132], [2.634, 0.348, 3.228], [-0.530, 1.866, -1.382], [1.164, 1.006, 0.837], [-0.964, -2.679, 0.067], [-0.162, -2.293, -1.163], [0.805, -2.797, -1.174], [0.044, -1.224, -1.195], [-3.120, 0.285, -0.991], [-1.356, 2.563, -1.525], [-3.446, 2.550, -2.168], [-1.200, -2.714, -2.821], [-1.408, -3.668, -0.042], [-1.597, 3.031, -0.571], [3.006, 2.300, 3.481], [0.120, -2.751, 1.711], [-2.406, 1.472, -3.073], [1.632, 0.104, 3.582]], "atomic_forces_ev_per_a": [[0.0, -0.6, -0.3], [0.3, 0.6, 0.1], [0.4, 1.6, 0.4], [0.1, 0.2, 0.4], [-0.3, 0.0, 0.8], [-0.2, 0.1, -0.1], [0.4, 0.4, 0.6], [-0.7, -0.7, -1.6], [-0.1, 0.1, -0.1], [0.4, -0.5, 0.0], [-0.8, -0.5, -0.7], [0.2, 0.2, 0.1], [-0.3, -0.3, -0.4], [-0.2, -0.1, 0.0], [0.2, 0.9, -0.3], [-0.5, -0.7, 0.0], [0.0, -0.1, 0.4], [0.6, 0.1, 0.9], [0.5, -0.2, 0.0], [0.3, 0.4, -0.3], [-0.1, -1.5, 0.0], [-0.5, 0.2, -0.6], [0.1, -0.1, 0.2], [0.1, 0.5, 0.4]], "nbo_charge": [-0.41, 0.23, -0.43, 0.01, 0.24, 0.22, 0.23, -0.44, 0.23, -0.05, -0.45, -0.43, 0.22, 0.23, -0.05, -0.46, 0.23, -0.02, 0.23, 0.23, 0.00, -0.02, 0.23, 0.23], "multiplicity": 1, "homo_ev": -10.1}


{"formula": "C6H12Br6", "method": "wB97M-V/def2-TZVPD", "species": ["H", "C", "H", "H", "H", "C", "H", "C", "Br", "Br", "Br", "H", "H", "Br", "H", "C", "H", "H", "C", "H", "Br", "Br", "C", "H"], "xyz": [[5.924, 6.348, 6.674], [4.684, 9.347, 6.382], [5.544, 13.512, 5.917], [7.486, 7.763, 5.173], [6.352, 15.042, 6.009], [6.029, 14.233, 6.631], [6.559, 10.139, 6.752], [6.215, 5.966, 5.705], [7.602, 13.361, 7.325], [4.782, 6.166, 4.288], [8.937, 6.363, 6.376], [5.497, 14.193, 8.669], [3.674, 8.984, 6.800], [3.246, 14.177, 7.446], [7.760, 6.176, 4.211], [5.117, 14.683, 7.805], [5.313, 11.106, 7.462], [5.231, 15.770, 7.935], [5.623, 10.136, 7.240], [6.510, 4.922, 5.675], [4.368, 10.276, 4.704], [6.074, 9.155, 8.871], [7.502, 6.675, 5.209], [5.215, 8.381, 6.137]], "atomic_forces_ev_per_a": [[-0.5, -0.2, 0.1], [-0.9, -2.6, 0.2], [0.3, 0.5, 1.0], [-0.6, -0.2, -0.5], [0.3, 0.6, -0.1], [-1.3, -0.9, -0.6], [0.9, 0.5, -0.6], [1.2, 0.5, -1.5], [0.3, -0.1, 0.0], [0.8, 0.0, 1.1], [1.0, -0.5, 1.1], [-0.4, -0.4, 0.9], [1.6, 1.2, -0.4], [0.7, 0.3, 0.3], [-0.3, 1.2, 1.3], [0.6, 0.3, -1.5], [-0.6, 1.4, 0.6], [-0.5, -0.4, 0.0], [-0.1, -1.5, 0.1], [-0.7, -0.2, 0.5], [0.0, 0.0, 0.2], [-0.3, 0.1, 0.0], [-1.0, -0.7, -2.0], [-0.7, 1.1, -0.1]], "nbo_charge": [0.23, -0.47, 0.24, 0.23, 0.22, -0.47, 0.22, -0.41, 0.00, -0.04, 0.03, 0.23, 0.25, 0.00, 0.24, -0.44, 0.22, 0.23, -0.43, 0.23, 0.01, -0.02, -0.50, 0.22], "multiplicity": 1, "homo_ev": -10.3}


{"formula": "C6H12BrN2", "method": "wB97M-V/def2-TZVPD", "species": ["H", "C", "H", "H", "C", "Br", "H", "N", "H", "H", "H", "H", "H", "C", "H", "N", "H", "C", "H", "C", "C"], "xyz": [[-3.668, -1.860, 2.032], [0.566, 1.011, -0.459], [-2.660, -1.246, 3.428], [1.121, 2.978, 0.295], [1.569, 2.060, -0.181], [-1.417, -3.218, 2.549], [1.926, -0.490, -3.150], [-1.962, -0.369, 1.337], [2.211, 2.373, -1.141], [2.469, 0.060, -1.619], [-0.296, -0.105, -2.255], [1.562, -1.483, -1.706], [-0.319, -1.349, 1.485], [0.498, 0.551, -1.908], [0.529, 1.441, -2.502], [-0.006, 0.471, 0.539], [2.238, 1.604, 0.429], [1.632, -0.445, -2.057], [-2.589, 0.377, 1.189], [-0.702, -0.456, 1.079], [-2.704, -1.905, 2.617]], "atomic_forces_ev_per_a": [[1.3, -1.0, 0.8], [-1.0, -0.9, -0.4], [0.0, 0.4, 1.4], [0.5, -1.0, -0.5], [-0.4, 3.0, -3.3], [-0.8, -0.1, 0.1], [-0.5, -0.2, 1.1], [-1.0, -3.4, 2.3], [-1.8, -0.6, 2.0], [1.1, -0.4, 0.4], [-1.2, 0.8, 0.6], [-0.6, 0.6, 0.2], [1.5, -1.0, 0.0], [-1.1, -1.7, 1.0], [0.5, 0.2, -0.7], [1.6, 0.9, -0.9], [2.1, -0.9, 2.3], [2.1, 0.8, -2.2], [-0.4, 1.1, -0.4], [-2.2, 0.9, -0.2], [0.1, 2.4, -3.7]], "nbo_charge": [0.26, 0.47, 0.22, 0.27, -0.68, 0.25, 0.24, -0.61, 0.24, 0.20, 0.24, 0.23, 0.20, -0.48, 0.24, -0.44, 0.24, -0.61, 0.40, 0.33, -0.22], "total_charge": 1, "multiplicity": 1, "homo_ev": -13.5}


Energy relative to the best compared isomer or geometry (same formula, charge and spin): 12.5 13.7 21.3 9.1 (kcal/mol)
Gap between HOMO and LUMO: 10.63 10.34 10.73 9.12 (eV)
E_LUMO: 0.289 0.241 0.398 -4.417 (eV)